Entry 1:
{"formula": "C8H12N2Se", "method": "ωB97M-V/def2-TZVPD", "symbols": ["C", "C", "C", "C", "C", "C", "C", "C", "N", "N", "Se", "H", "H", "H", "H", "H", "H", "H", "H", "H", "H", "H", "H"], "xyz": [[-3.532, -0.670, -0.552], [-3.812, 0.573, -0.121], [-1.720, 0.068, 0.254], [1.985, -1.210, 0.075], [2.840, -0.111, -0.427], [0.492, -0.979, -0.118], [2.606, 1.281, 0.105], [-0.056, 0.210, 0.574], [-2.205, -0.974, -0.291], [-2.672, 1.006, 0.447], [0.758, 1.840, -0.324], [-4.299, -1.444, -1.004], [-4.822, 1.127, 0.086], [2.146, -2.132, -0.556], [2.161, -1.442, 1.129], [3.851, -0.344, -0.257], [2.833, 0.080, -1.503], [0.229, -0.740, -1.098], [-0.085, -1.807, 0.221], [2.683, 1.288, 1.210], [3.166, 2.205, -0.405], [-0.057, 0.204, 1.721], [-2.489, 1.973, 0.835]], "nbo_charge": [-0.10, -0.11, 0.37, -0.40, -0.45, -0.45, -0.53, -0.34, -0.50, -0.55, 0.22, 0.21, 0.22, 0.22, 0.20, 0.21, 0.21, 0.22, 0.24, 0.21, 0.24, 0.22, 0.43], "e_lumo_ev": 0.7, "smiles": "c1c[nH]c([C@H]2CCCC[Se]2)n1", "e_homo_ev": -8.4}

Entry 2:
{"formula": "C29H49BBrF13N8O2PS", "method": "ωB97M-V/def2-TZVPD", "symbols": ["C", "C", "B", "O", "N", "C", "N", "C", "C", "C", "F", "F", "C", "F", "F", "C", "F", "F", "C", "F", "F", "S", "F", "F", "F", "F", "F", "N", "P", "O", "Br", "H", "H", "H", "H", "H", "H", "H", "H", "H", "H", "H", "H", "H", "H", "C", "C", "C", "C", "N", "H", "H", "H", "H", "H", "H", "H", "C", "C", "C", "C", "N", "H", "H", "H", "H", "H", "H", "H", "C", "C", "C", "C", "N", "H", "H", "H", "H", "H", "H", "H", "C", "C", "C", "C", "N", "H", "H", "H", "H", "H", "H", "H", "C", "C", "C", "C", "N", "H", "H", "H", "H", "H", "H", "H"], "xyz": [[-0.969, -6.722, 1.801], [-1.867, -5.884, 0.853], [-3.392, -5.918, 1.239], [-4.024, -7.066, 1.573], [-4.273, -4.675, 1.318], [-4.357, -3.792, 0.396], [-3.657, -3.925, -0.788], [-2.925, -2.658, -1.169], [-1.467, -3.031, -1.420], [-0.605, -1.835, -1.924], [0.251, -2.349, -2.777], [-1.435, -0.978, -2.519], [0.113, -1.198, -0.709], [-0.762, -1.144, 0.295], [1.044, -2.073, -0.352], [0.849, 0.162, -0.959], [0.971, 0.280, -2.289], [2.076, 0.111, -0.531], [0.079, 1.435, -0.511], [-1.195, 1.300, -0.706], [0.441, 2.402, -1.311], [0.395, 2.038, 1.244], [-0.057, 3.495, 0.816], [-1.121, 1.757, 1.638], [0.775, 0.588, 1.736], [1.878, 2.412, 0.904], [0.625, 2.556, 2.707], [-5.235, -2.672, 0.566], [-5.016, -1.756, 2.073], [-5.853, -2.654, 3.170], [-2.865, -1.984, 2.734], [-1.095, -7.784, 1.594], [0.065, -6.479, 1.560], [-1.103, -6.457, 2.849], [-1.543, -4.845, 0.939], [-1.783, -6.252, -0.172], [-3.447, -7.581, 2.155], [-4.834, -4.597, 2.170], [-4.352, -4.115, -1.508], [-3.418, -2.269, -2.052], [-3.010, -1.947, -0.348], [-1.428, -3.777, -2.213], [-0.961, -3.452, -0.557], [-6.179, -3.067, 0.554], [-5.297, -2.900, 3.927], [-9.146, -4.133, 6.241], [-9.814, -4.103, 4.870], [-9.499, -5.343, 4.025], [-8.052, -5.450, 3.783], [-6.929, -5.534, 3.605], [-8.057, -4.141, 6.156], [-9.421, -3.250, 6.817], [-9.451, -5.015, 6.807], [-9.497, -3.205, 4.337], [-10.895, -4.033, 5.001], [-10.008, -5.284, 3.062], [-9.837, -6.248, 4.530], [4.432, 1.551, -1.886], [3.910, 2.599, -2.863], [4.694, 2.628, -4.177], [6.108, 2.946, -3.927], [7.205, 3.187, -3.732], [5.462, 1.758, -1.590], [3.830, 1.546, -0.980], [4.396, 0.551, -2.326], [3.950, 3.582, -2.388], [2.859, 2.393, -3.083], [4.280, 3.380, -4.849], [4.637, 1.659, -4.677], [5.460, 4.867, 1.950], [5.725, 3.454, 1.446], [5.548, 2.387, 2.532], [6.483, 2.614, 3.644], [7.208, 2.790, 4.506], [6.166, 5.152, 2.732], [5.568, 5.584, 1.137], [4.447, 4.958, 2.352], [6.738, 3.405, 1.043], [5.042, 3.236, 0.622], [5.734, 1.394, 2.120], [4.529, 2.405, 2.923], [1.799, -0.444, -5.020], [3.044, -1.050, -5.659], [3.398, -0.404, -7.003], [2.296, -0.583, -7.960], [1.435, -0.717, -8.695], [0.917, -0.594, -5.645], [1.603, -0.911, -4.065], [1.925, 0.630, -4.857], [2.889, -2.122, -5.798], [3.891, -0.935, -4.978], [4.298, -0.857, -7.417], [3.585, 0.664, -6.879], [3.073, 9.188, 1.912], [2.355, 9.093, 0.570], [2.568, 7.744, -0.123], [3.997, 7.521, -0.392], [5.106, 7.348, -0.592], [4.155, 9.104, 1.794], [2.872, 10.150, 2.383], [2.740, 8.402, 2.593], [2.703, 9.898, -0.080], [1.285, 9.245, 0.724], [2.027, 7.715, -1.070], [2.198, 6.929, 0.502]], "mulliken_charge": [-1.59, 0.27, 0.18, -0.44, 0.21, -0.34, 0.01, -0.30, -1.38, 1.46, -0.30, -0.34, 0.16, -0.18, -0.33, 0.77, -0.27, -0.34, 0.41, -0.23, -0.24, 1.46, -0.33, -0.34, -0.29, -0.25, -0.31, -0.28, 0.18, -0.32, -0.14, 0.44, 0.37, 0.38, 0.04, 0.23, 0.35, 0.19, 0.34, 0.40, 0.28, 0.43, 0.18, 0.46, 0.29, -1.12, -0.39, -0.43, 0.23, -0.39, 0.30, 0.33, 0.33, 0.27, 0.31, 0.28, 0.31, -0.82, -0.16, 0.04, 0.02, -0.43, 0.55, -0.14, 0.30, 0.28, 0.12, 0.47, -0.20, -1.11, 0.07, -0.21, 0.05, -0.41, 0.38, 0.17, 0.30, 0.38, -0.15, 0.35, 0.15, -0.62, -0.63, -0.25, 0.11, -0.42, 0.46, -0.07, 0.20, 0.42, 0.26, 0.41, 0.14, -1.14, -0.45, -0.16, 0.26, -0.54, 0.36, 0.34, 0.29, 0.30, 0.31, 0.30, 0.17], "e_lumo_ev": -4.2, "e_homo_ev": -12.6, "charge": 1}

Entry 3:
{"formula": "C3H6N2S", "method": "ωB97M-V/def2-TZVPD", "symbols": ["C", "C", "C", "H", "H", "H", "H", "H", "H", "N", "N", "S"], "xyz": [[-1.089, 0.110, -0.160], [0.958, -1.290, -0.213], [1.354, 0.054, 0.370], [-0.743, 2.114, -0.321], [-2.382, 1.686, 0.209], [0.550, -1.998, 0.498], [1.452, -1.703, -1.083], [2.133, 0.621, -0.147], [1.141, 0.213, 1.427], [-1.455, 1.443, -0.126], [0.222, -0.104, -0.486], [-2.142, -1.146, 0.033]], "nbo_charge": [0.27, -0.22, -0.24, 0.39, 0.42, 0.22, 0.21, 0.21, 0.21, -0.80, -0.45, -0.22], "e_lumo_ev": 0.9, "smiles": "NC(=S)N1CC1", "e_homo_ev": -8.3}

Entry 4:
{"formula": "C26H19BF4N5STa", "method": "ωB97M-V/def2-TZVPD", "symbols": ["Ta", "C", "C", "C", "C", "C", "C", "N", "C", "C", "C", "C", "C", "C", "N", "N", "C", "C", "C", "C", "C", "N", "H", "H", "H", "H", "H", "H", "H", "H", "H", "H", "H", "H", "H", "S", "C", "C", "C", "C", "C", "C", "C", "C", "C", "N", "H", "H", "H", "H", "H", "H", "F", "B", "F", "F", "F"], "xyz": [[-0.126, 0.601, 0.702], [1.182, -4.332, -2.470], [2.225, -3.431, -2.659], [2.304, -2.289, -1.886], [1.321, -2.028, -0.912], [0.247, -2.922, -0.761], [0.194, -4.071, -1.519], [1.381, -0.874, -0.141], [2.640, -0.451, 0.284], [3.707, -1.316, 0.571], [4.911, -0.790, 1.006], [5.069, 0.581, 1.161], [4.007, 1.452, 0.912], [2.812, 0.926, 0.501], [1.644, 1.680, 0.245], [1.745, 2.773, -0.416], [0.503, 3.220, -0.787], [0.358, 4.462, -1.393], [-0.900, 4.865, -1.780], [-1.978, 4.003, -1.564], [-1.766, 2.787, -0.965], [-0.538, 2.371, -0.568], [1.129, -5.230, -3.070], [2.972, -3.616, -3.419], [3.092, -1.567, -2.055], [-0.519, -2.722, -0.026], [-0.614, -4.775, -1.373], [3.577, -2.385, 0.488], [5.730, -1.456, 1.237], [6.016, 0.980, 1.498], [4.111, 2.520, 1.046], [1.238, 5.073, -1.536], [-1.049, 5.829, -2.247], [-2.980, 4.275, -1.863], [-2.588, 2.112, -0.788], [-4.191, 1.437, 2.635], [-3.093, 2.438, 3.471], [-1.816, 2.333, 2.997], [-1.705, 1.423, 1.913], [-2.932, 0.847, 1.637], [-3.083, -0.064, 0.514], [-4.261, -0.690, 0.124], [-4.282, -1.444, -1.032], [-3.128, -1.568, -1.806], [-1.984, -0.956, -1.364], [-1.945, -0.237, -0.222], [-3.449, 3.058, 4.279], [-0.994, 2.891, 3.422], [-5.153, -0.565, 0.723], [-5.200, -1.925, -1.345], [-3.123, -2.126, -2.731], [-1.061, -1.022, -1.926], [0.785, 0.325, 2.300], [-0.100, -2.620, 2.763], [-0.697, -3.488, 3.519], [1.197, -2.593, 2.569], [-0.844, -1.710, 2.105]], "nbo_charge": [2.46, -0.18, -0.20, -0.18, 0.10, -0.25, -0.18, -0.65, 0.12, -0.18, -0.15, -0.18, -0.16, 0.09, -0.28, -0.02, 0.27, -0.16, -0.09, -0.21, 0.12, -0.57, 0.24, 0.24, 0.22, 0.21, 0.23, 0.25, 0.25, 0.25, 0.24, 0.27, 0.26, 0.26, 0.23, 0.55, -0.36, -0.23, -0.53, -0.29, 0.24, -0.23, -0.07, -0.24, 0.09, -0.64, 0.27, 0.24, 0.26, 0.26, 0.26, 0.24, -0.55, 1.49, -0.46, -0.47, -0.50], "e_lumo_ev": [-9.1, -9.1], "e_homo_ev": [-13.1, -13.1], "charge": 2}

Entry 5:
{"formula": "C5H13N3", "method": "ωB97M-V/def2-TZVPD", "symbols": ["C", "C", "C", "C", "N", "N", "C", "N", "H", "H", "H", "H", "H", "H", "H", "H", "H", "H", "H", "H", "H"], "xyz": [[-0.523, -0.595, 0.171], [0.625, 2.193, -0.311], [-0.115, -2.909, -0.559], [1.147, 2.064, 1.116], [0.398, -1.702, 0.077], [-1.808, -1.052, 0.636], [-0.300, 1.240, -1.304], [-0.713, 0.081, -1.093], [1.236, -1.386, -0.401], [-0.031, 0.186, 0.839], [-1.735, -1.408, 1.585], [-2.482, -0.300, 0.605], [-0.368, 1.603, -2.331], [1.487, 2.401, -0.955], [0.067, 3.132, -0.371], [0.671, -3.663, -0.535], [-0.970, -3.265, 0.009], [-0.431, -2.747, -1.596], [0.327, 2.018, 1.831], [1.756, 2.936, 1.359], [1.762, 1.173, 1.226]], "nbo_charge": [0.24, -0.49, -0.42, -0.62, -0.63, -0.84, 0.16, -0.45, 0.36, 0.14, 0.37, 0.37, 0.18, 0.21, 0.21, 0.19, 0.21, 0.18, 0.21, 0.22, 0.21], "e_lumo_ev": 0.9, "smiles": "CC/C=N\\[C@@H](N)NC", "e_homo_ev": -8.5}

Entry 6:
{"formula": "C10H20FIO2Si", "method": "ωB97M-V/def2-TZVPD", "symbols": ["C", "C", "F", "C", "Si", "C", "C", "C", "I", "H", "H", "H", "H", "H", "H", "H", "H", "H", "H", "H", "H", "H", "H", "O", "C", "O", "C", "C", "C", "H", "H", "H", "H", "H", "H"], "xyz": [[4.224, -1.780, 1.573], [3.087, -1.022, 2.227], [1.905, -1.774, 1.983], [2.887, 0.400, 1.717], [1.315, 0.682, 0.702], [-0.174, 1.072, 1.793], [-1.117, -0.029, 2.278], [-1.347, -1.161, 1.296], [-0.465, -0.828, 4.184], [5.088, -1.133, 1.416], [4.541, -2.637, 2.167], [3.894, -2.150, 0.600], [3.172, -1.039, 3.314], [3.721, 0.707, 1.080], [2.867, 1.103, 2.555], [1.565, 1.890, -0.116], [1.114, -0.458, -0.212], [-0.763, 1.785, 1.207], [0.213, 1.633, 2.649], [-2.070, 0.410, 2.565], [-0.474, -1.809, 1.205], [-1.524, -0.729, 0.304], [-2.205, -1.770, 1.582], [-1.063, 1.923, -1.305], [-1.630, 1.310, -2.161], [-1.370, 0.001, -2.394], [-2.128, -0.473, -3.521], [-3.305, 0.492, -3.647], [-2.695, 1.789, -3.128], [-1.482, -0.448, -4.401], [-2.410, -1.502, -3.314], [-3.681, 0.554, -4.666], [-4.119, 0.173, -2.997], [-2.192, 2.356, -3.915], [-3.380, 2.462, -2.620]], "nbo_charge": [-0.64, 0.21, -0.40, -0.90, 1.15, -0.90, -0.24, -0.66, 0.02, 0.21, 0.22, 0.22, 0.17, 0.24, 0.24, -0.17, -0.17, 0.26, 0.24, 0.21, 0.23, 0.22, 0.22, -0.57, 0.80, -0.49, -0.07, -0.43, -0.53, 0.18, 0.20, 0.22, 0.21, 0.24, 0.25], "e_lumo_ev": 0.7, "smiles": "C[C@H](F)C[SiH2]C[C@@H](C)I.O=C1CCCO1", "e_homo_ev": -8.8}

Entry 7:
{"formula": "C20H39O7PSi", "method": "ωB97M-V/def2-TZVPD", "symbols": ["C", "C", "C", "Si", "C", "C", "C", "C", "C", "C", "C", "C", "O", "C", "O", "P", "O", "O", "O", "H", "H", "H", "H", "H", "H", "H", "H", "H", "H", "H", "H", "H", "H", "H", "H", "H", "H", "H", "H", "H", "H", "H", "C", "C", "C", "O", "C", "H", "H", "H", "H", "H", "H", "H", "H", "C", "C", "C", "O", "C", "H", "H", "H", "H", "H", "H", "H", "H"], "xyz": [[0.425, -5.316, 0.661], [0.861, -4.085, 0.085], [1.479, -2.695, -0.585], [0.417, -1.129, -0.183], [-1.075, -0.841, -1.362], [-2.355, -1.839, -1.130], [-2.643, -2.882, -2.378], [-2.404, -4.416, -1.849], [-1.528, -5.368, -2.867], [-0.150, -4.622, -3.441], [-0.009, -1.169, 1.692], [-1.585, -0.914, 2.061], [-1.617, -0.598, 3.528], [-2.563, 0.494, 3.805], [-2.398, 1.388, 4.819], [1.797, 0.611, -0.461], [3.104, 0.496, 0.472], [2.387, 0.714, -2.098], [1.010, 2.146, -0.075], [-0.245, -6.300, 0.756], [1.728, -2.794, -1.726], [2.525, -2.530, -0.039], [-1.393, 0.303, -1.381], [-0.680, -1.063, -2.467], [-3.314, -1.142, -1.064], [-2.331, -2.460, -0.139], [-3.802, -2.789, -2.648], [-2.067, -2.597, -3.357], [-1.867, -4.488, -0.791], [-3.486, -4.889, -1.674], [-2.204, -5.802, -3.718], [-1.120, -6.269, -2.198], [0.775, -5.333, -3.349], [0.021, -3.613, -2.829], [-0.366, -4.264, -4.557], [0.619, -0.337, 2.265], [0.311, -2.210, 2.166], [-2.152, -1.961, 1.976], [-2.123, -0.104, 1.408], [-3.542, 0.581, 3.168], [1.648, 0.629, -2.776], [0.402, 2.395, -0.835], [-2.747, 5.140, -1.900], [-3.375, 3.938, -2.556], [-2.163, 3.170, -3.037], [-1.098, 3.455, -2.120], [-1.500, 4.548, -1.281], [-3.394, 5.630, -1.168], [-2.472, 5.878, -2.663], [-3.917, 3.348, -1.807], [-4.069, 4.189, -3.362], [-1.848, 3.508, -4.030], [-2.338, 2.091, -3.075], [-1.704, 4.145, -0.283], [-0.684, 5.273, -1.205], [4.340, 3.481, 4.261], [3.712, 2.279, 3.605], [4.924, 1.512, 3.123], [5.989, 1.797, 4.041], [5.588, 2.889, 4.879], [3.693, 3.971, 4.993], [4.615, 4.219, 3.498], [3.170, 1.689, 4.353], [3.018, 2.530, 2.799], [5.239, 1.849, 2.130], [4.749, 0.432, 3.086], [5.383, 2.487, 5.877], [6.403, 3.614, 4.956]], "nbo_charge": [-0.32, -0.04, -0.95, 1.35, -0.93, -0.42, -0.43, -0.43, -0.41, -0.64, -0.93, -0.08, -0.53, 0.60, -0.55, 1.79, -1.04, -0.96, -0.97, 0.29, 0.28, 0.31, 0.26, 0.24, 0.21, 0.22, 0.22, 0.21, 0.22, 0.21, 0.21, 0.21, 0.23, 0.19, 0.21, 0.29, 0.28, 0.20, 0.20, 0.15, 0.49, 0.51, -0.43, -0.43, -0.07, -0.57, -0.07, 0.23, 0.21, 0.20, 0.22, 0.17, 0.18, 0.17, 0.20, -0.43, -0.43, -0.07, -0.54, -0.07, 0.21, 0.20, 0.20, 0.23, 0.17, 0.19, 0.16, 0.18], "e_lumo_ev": 0.0, "smiles": "C#CC[Si@@](CCCCCC)(CCOC=O)P(=O)(O)O.C1CCOC1.C1CCOC1", "e_homo_ev": -8.7}

Entry 8:
{"formula": "C3H3FN2", "method": "ωB97M-V/def2-TZVPD", "symbols": ["C", "C", "C", "N", "N", "F", "H", "H", "H"], "xyz": [[0.484, -1.263, -0.488], [-0.600, 0.400, 0.739], [1.163, -0.442, -1.435], [-0.397, -0.844, 0.408], [-1.181, 1.307, 0.051], [1.704, 0.663, -0.984], [0.495, -2.389, -0.677], [-0.384, 0.269, 1.926], [-1.284, 2.299, 0.461]], "nbo_charge": [-0.11, 0.25, 0.41, -0.34, -0.68, -0.30, 0.23, 0.17, 0.37], "e_lumo_ev": [-1.6, -1.6], "e_homo_ev": [-9.3, -9.2]}